Entry 1:
Computed, not measured: a cluster of 2 separate species, C9H14O in total in a non-equilibrium geometry, with ωB97M-V/def2-TZVPD.

LUMO level, eV: 0.96
Maximum force, hartree/bohr: 0.04140
HOMO-LUMO gap, eV: 9.9
SMILES: Cc1ccccc1.CCO
HOMO energy, hartree: -0.3298
E, eV: -11607.021

The geometry in ORCA input format:
```
! RIJCOSX wB97M-V def2-TZVPD def2/J DEFGRID3
* xyz 0 1
C 2.27 -1.58 0.72
C 0.79 -1.52 1.00
C 0.35 -1.04 2.24
C -1.00 -0.92 2.50
C -1.92 -1.31 1.54
C -1.49 -1.76 0.31
C -0.13 -1.84 0.02
H 2.43 -2.23 -0.14
H 2.83 -1.92 1.59
H 2.70 -0.59 0.52
H 1.12 -0.65 2.90
H -1.32 -0.64 3.49
H -2.98 -1.34 1.73
H -2.18 -2.08 -0.45
H 0.13 -2.21 -0.97
C -0.15 2.82 -1.08
C -0.62 2.08 -2.28
O 0.49 1.45 -2.96
H 0.25 3.78 -1.41
H 0.64 2.32 -0.52
H -0.90 3.08 -0.33
H -1.33 1.26 -2.16
H -1.08 2.69 -3.07
H 1.12 2.14 -3.18
*
```

=====

Entry 2:
Computed, not measured: a structure of composition C30H45BF2O12PSi2, with ωB97M-V/def2-TZVPD.

LUMO level, eV: 1.60
Maximum force, hartree/bohr: 0.01706
HOMO-LUMO gap, eV: 7.9
HOMO energy, hartree: -0.2312
E, eV: -87581.111

The geometry in ORCA input format:
```
! RIJCOSX wB97M-V def2-TZVPD def2/J DEFGRID3
* xyz -1 1
C 5.99 -3.98 -0.53
C 5.48 -2.74 0.19
O 6.53 -1.76 0.21
P 6.25 -0.24 0.61
O 7.50 0.44 0.97
C 5.01 -0.18 1.90
C 4.12 1.08 1.80
C 3.58 1.52 3.18
Si 1.81 2.11 3.12
C 1.88 3.94 2.62
O 0.73 4.43 1.91
C 0.95 5.10 0.74
C 0.05 4.89 -0.30
C 0.22 5.57 -1.49
C 1.27 6.47 -1.66
C 2.15 6.69 -0.61
C 1.99 6.02 0.60
O 0.96 1.17 2.07
Si -0.54 0.48 2.32
O -0.79 0.19 3.93
C -0.64 -1.15 1.42
C -1.93 -1.93 1.77
C -2.97 -1.85 0.65
C -2.57 -2.63 -0.61
O -3.67 -3.37 -1.14
C -3.70 -4.68 -0.74
C -3.31 -5.66 -1.81
O -4.05 -5.00 0.36
C -1.85 1.66 1.72
C -2.03 1.71 0.22
C -0.97 1.49 -0.67
C -1.19 1.56 -2.05
C -2.45 1.83 -2.55
C -3.52 2.03 -1.69
C -4.91 2.28 -2.23
C -3.29 1.99 -0.32
O 5.47 0.35 -0.65
C 6.24 0.58 -1.85
C 5.47 0.08 -3.04
H 5.70 -4.88 0.01
H 5.59 -4.07 -1.54
H 7.07 -3.95 -0.57
H 5.20 -2.99 1.21
H 4.60 -2.33 -0.31
H 4.39 -1.07 1.95
H 5.60 -0.13 2.81
H 3.30 0.88 1.11
H 4.72 1.89 1.39
H 4.17 2.37 3.54
H 3.67 0.73 3.93
H 1.27 2.06 4.50
H 1.96 4.51 3.55
H 2.79 4.14 2.06
H -0.76 4.20 -0.17
H -0.47 5.39 -2.30
H 1.40 6.99 -2.60
H 2.96 7.39 -0.70
H 2.65 6.20 1.43
H -0.77 -0.75 4.13
H 0.25 -1.75 1.63
H -0.64 -0.96 0.35
H -1.69 -2.98 1.94
H -2.40 -1.56 2.68
H -3.12 -0.80 0.38
H -3.93 -2.23 1.00
H -1.73 -3.30 -0.39
H -2.26 -1.95 -1.40
H -4.20 -5.87 -2.42
H -2.96 -6.58 -1.33
H -2.55 -5.26 -2.47
H -1.66 2.66 2.12
H -2.79 1.33 2.18
H 0.02 1.29 -0.30
H -0.35 1.39 -2.71
H -2.59 1.87 -3.63
H -5.54 2.76 -1.49
H -5.37 1.33 -2.50
H -4.87 2.88 -3.13
H -4.12 2.15 0.36
H 7.21 0.09 -1.78
H 6.42 1.66 -1.92
H 4.49 0.56 -3.12
H 5.34 -1.00 -3.00
H 6.03 0.31 -3.94
B -8.34 -4.89 0.16
O -8.36 -3.68 -0.74
C -7.82 -3.96 -1.90
O -7.69 -3.22 -2.83
C -7.37 -5.44 -1.87
O -6.83 -6.03 -2.78
O -7.68 -5.94 -0.70
F -9.63 -5.28 0.47
F -7.60 -4.64 1.29
*
```

=====

Entry 3:
Computed, not measured: the ion C9H14N with charge +1 in a non-equilibrium geometry, with ωB97M-V/def2-TZVPD.

LUMO level, eV: -2.92
Maximum force, hartree/bohr: 0.10953
HOMO-LUMO gap, eV: 10.9
SMILES: C[C@H]1C[C@H]2C3(C=C3)[N@@+]2(C)C1
HOMO energy, hartree: -0.5088
E, eV: -11038.996

The geometry in ORCA input format:
```
! RIJCOSX wB97M-V def2-TZVPD def2/J DEFGRID3
* xyz 1 1
C -2.43 -1.53 -0.26
C -0.92 -1.26 0.10
C -0.09 -1.12 -1.20
C 1.11 -0.39 -0.78
C 0.94 1.18 -0.63
C 0.24 2.38 -1.06
C 1.56 2.42 -0.82
N 0.82 0.36 0.50
C 1.65 0.40 1.66
C -0.60 -0.02 0.91
H -2.61 -2.44 -0.86
H -2.71 -0.69 -0.85
H -3.14 -1.55 0.60
H -0.52 -2.11 0.74
H -0.66 -0.52 -1.86
H 0.12 -2.08 -1.54
H 2.07 -0.71 -0.95
H -0.68 2.70 -1.29
H 2.32 3.04 -0.86
H 1.27 1.30 2.23
H 1.43 -0.51 2.21
H 2.68 0.74 1.49
H -1.33 0.77 0.58
H -0.54 -0.34 1.94
*
```

=====

Entry 4:
Computed, not measured: an isolated molecule of C7H7I3O in a non-equilibrium geometry, with ωB97M-V/def2-TZVPD.

LUMO level, eV: -1.44
Maximum force, hartree/bohr: 0.07180
HOMO-LUMO gap, eV: 7.1
SMILES: CO[C@]1(I)C(I)=CC=C[C@@H]1I
HOMO energy, hartree: -0.3144
E, eV: -33719.305

The geometry in ORCA input format:
```
! RIJCOSX wB97M-V def2-TZVPD def2/J DEFGRID3
* xyz 0 1
C -0.41 1.04 2.32
O -0.87 -0.10 1.67
C -0.63 -0.24 0.35
I -2.31 1.08 -0.77
C -0.92 -1.73 -0.36
I -2.20 -3.20 0.61
C -0.44 -1.97 -1.60
C 0.30 -0.96 -2.31
C 0.86 0.03 -1.57
C 0.63 0.24 -0.20
I 2.30 -1.02 0.86
H 0.67 1.12 2.58
H -0.84 1.05 3.37
H -0.91 1.99 1.89
H -0.56 -3.08 -2.03
H 0.52 -1.09 -3.33
H 1.60 0.66 -2.05
H 0.87 1.29 0.18
*
```